DFT (ωB97M-V/def2-TZVPD) results for a cluster of 5 separate species, C37H74IO14PS in total.

```
128
Properties=species:S:1:pos:R:3:lowdin_charge:R:1
C -6.4860 -3.2887 3.9544 -0.065
C -6.1636 -4.6341 3.2963 -0.271
O -5.9196 -4.5090 1.9090 -0.149
C -4.6145 -4.0278 1.6144 -0.175
C -4.6963 -3.1725 0.3529 -0.155
O -3.9467 -1.9764 0.3475 -0.155
C -2.5296 -2.0374 0.4673 -0.415
C -1.9934 -3.3029 -0.1351 -0.086
C -0.5610 -3.2799 -0.7028 -0.160
C -0.3930 -4.3185 -1.8409 -0.169
C 0.6678 -5.3890 -1.5144 -0.190
C 0.0639 -6.6787 -0.9288 -0.205
C 0.1739 -6.7559 0.5999 -0.210
C 1.4957 -7.3795 1.0885 -0.200
C 2.0416 -6.6443 2.3286 -0.195
C 2.8678 -7.5337 3.2774 -0.159
C 4.2721 -7.0012 3.5725 -0.250
O 5.2066 -7.7635 2.8360 -0.192
C 6.5197 -7.2678 2.9860 -0.117
O -2.3468 -1.8438 1.9143 -0.116
S -3.0380 -0.4061 2.2229 0.667
O -4.3346 -0.5275 2.7827 -0.195
O -2.1403 0.3980 2.9927 -0.247
O -3.0467 0.1702 0.7088 -0.166
C -2.0358 -0.6432 -0.0089 -0.362
C -0.6799 -0.0030 0.4980 -0.117
P 0.6345 -0.7769 1.4813 0.456
O 1.3816 -1.8587 0.8421 -0.255
O 1.6050 0.4987 1.7156 -0.120
O 0.2057 -1.1903 2.9510 -0.107
C -2.0669 -0.2828 -1.5033 -0.611
I -3.5575 -1.2437 -2.7333 0.987
C -2.2243 1.2427 -1.6596 -0.308
C -1.2671 1.7821 -2.7214 -0.074
H -5.5579 -2.7398 4.1161 0.057
H -7.0177 -3.4161 4.8914 0.072
H -7.0468 -2.6861 3.2419 0.084
H -7.0288 -5.2840 3.4098 0.114
H -5.2999 -5.0876 3.7908 0.117
H -4.2204 -3.4833 2.4717 0.114
H -3.9739 -4.9027 1.4590 0.125
H -5.7375 -2.8662 0.2718 0.143
H -4.5352 -3.8018 -0.5247 0.114
H -2.6452 -3.6241 -0.9403 0.080
H -2.0668 -4.0801 0.6281 0.132
H -0.2316 -2.2932 -1.0044 0.090
H 0.0976 -3.6076 0.0933 0.080
H -1.3288 -4.8537 -2.0063 0.096
H -0.1448 -3.8011 -2.7661 0.106
H 1.1687 -5.6498 -2.4467 0.103
H 1.3999 -4.9949 -0.8103 0.111
H -0.9732 -6.8076 -1.2402 0.101
H 0.6124 -7.5303 -1.3353 0.102
H -0.6333 -7.3945 0.9656 0.107
H 0.0379 -5.7768 1.0615 0.094
H 1.3234 -8.4114 1.3947 0.105
H 2.2328 -7.3890 0.2856 0.113
H 1.1773 -6.2741 2.8801 0.104
H 2.6176 -5.7789 2.0017 0.109
H 2.9919 -8.5261 2.8469 0.108
H 2.3472 -7.6478 4.2271 0.106
H 4.3350 -5.9523 3.2574 0.115
H 4.5001 -7.0189 4.6443 0.117
H 6.6473 -6.3266 2.4430 0.087
H 7.1982 -8.0003 2.5580 0.084
H 6.7459 -7.1171 4.0445 0.084
H -0.9509 0.9037 1.0349 0.079
H -0.1224 0.3693 -0.3646 0.100
H 1.1971 1.3182 1.4057 0.041
H 0.1998 -0.4281 3.5385 0.081
H -1.1315 -0.5716 -1.9656 0.071
H -1.9732 1.7439 -0.7284 0.098
H -3.2549 1.4914 -1.8941 0.087
H -0.2789 1.3464 -2.5624 0.068
H -1.1578 2.8514 -2.5481 0.061
H -1.6093 1.6051 -3.7377 0.078
C -2.2186 6.6685 -4.7925 -0.166
C -1.6520 7.2571 -3.5029 -0.160
C -1.1186 6.0153 -2.8074 -0.212
O -0.7131 5.1100 -3.8402 -0.164
C -1.2099 5.5712 -5.0999 -0.200
H -2.3155 7.3907 -5.6016 0.112
H -3.2028 6.2335 -4.6040 0.114
H -0.8304 7.9404 -3.7288 0.113
H -2.3864 7.7940 -2.9046 0.113
H -1.8993 5.5275 -2.2097 0.116
H -0.2677 6.2301 -2.1599 0.094
H -0.3667 5.9609 -5.6815 0.115
H -1.6454 4.7317 -5.6431 0.117
C 4.5816 2.1405 -1.2951 -0.159
C 3.6662 3.0577 -0.4864 -0.157
C 2.3055 2.7333 -1.0841 -0.206
O 2.3558 1.3667 -1.4994 -0.155
C 3.7094 0.9014 -1.4637 -0.189
H 5.5297 1.9239 -0.8061 0.113
H 4.7940 2.5886 -2.2691 0.110
H 3.6935 2.7742 0.5684 0.116
H 3.9190 4.1157 -0.5606 0.100
H 2.0979 3.3514 -1.9651 0.111
H 1.4873 2.8632 -0.3718 0.092
H 3.8172 0.2187 -0.6152 0.119
H 3.9237 0.3512 -2.3799 0.118
C 3.9364 6.6195 -3.0015 -0.161
C 4.2504 7.5508 -1.8328 -0.167
C 3.0213 8.4499 -1.8137 -0.200
O 1.9314 7.6536 -2.2862 -0.152
C 2.4324 6.4393 -2.8563 -0.204
H 4.4797 5.6756 -2.9706 0.107
H 4.1672 7.1146 -3.9472 0.115
H 4.3115 6.9775 -0.9044 0.107
H 5.1790 8.1069 -1.9500 0.112
H 3.1439 9.3048 -2.4871 0.118
H 2.7855 8.8261 -0.8176 0.116
H 2.1947 5.6184 -2.1707 0.099
H 1.9334 6.2483 -3.8066 0.118
C -1.1086 5.4911 1.8379 -0.160
C -1.2569 4.7346 3.1569 -0.154
C -1.0430 3.2926 2.7183 -0.197
O -0.1395 3.3429 1.6017 -0.177
C -0.0075 4.7012 1.1488 -0.196
H -0.8572 6.5432 1.9591 0.114
H -2.0358 5.4255 1.2640 0.115
H -0.4705 5.0391 3.8511 0.116
H -2.2181 4.8855 3.6444 0.116
H -1.9780 2.8331 2.3874 0.109
H -0.6130 2.6674 3.5006 0.119
H 0.9862 5.0600 1.4387 0.123
H -0.0824 4.7205 0.0603 0.104
```

The SMILES is CCOCCO[C@]1(CCCCCCCCCCOC)OS(=O)(=O)O[C@]1(CP(=O)(O)O)[C@@H](I)CC.C1CCOC1.C1CCOC1.C1CCOC1.C1CCOC1. As for the HOMO energy: -0.3436 Eh. The spin multiplicity is 1.


DFT (ωB97M-V/def2-TZVPD) results for a cluster of 4 separate species, C37H76N9O7P3S in total.

```
133
Properties=species:S:1:pos:R:3:lowdin_charge:R:1
C -2.6969 -6.4553 12.8291 0.024
C -1.1916 -6.5074 12.9156 -0.531
O -0.5837 -5.9033 13.7612 0.111
O -0.5948 -7.2455 11.9518 -0.031
C 0.4688 -8.0936 12.4079 -0.161
C 1.8278 -7.7483 11.7624 -0.158
C 1.6124 -7.0305 10.4295 -0.216
C 2.9121 -6.8758 9.6310 -0.147
C 2.7823 -5.9711 8.4224 -0.197
C 3.8761 -5.2688 7.9380 -0.020
C 3.7988 -4.4640 6.8128 0.008
C 2.5897 -4.3625 6.1541 -0.099
C 1.4817 -5.0413 6.6487 -0.085
C 1.5567 -5.8392 7.7729 0.045
C 0.2062 -4.8903 5.8826 -0.284
O -0.8837 -4.8293 6.4055 0.130
C 0.3920 -4.7814 4.3993 -0.143
C -0.6101 -5.4399 3.4869 -0.129
C 0.0343 -6.7350 2.9360 -0.274
C -1.0011 -7.8145 2.6270 -0.550
S -0.2937 -8.9722 1.3907 0.688
C 1.4615 -4.1369 3.9292 0.079
C 2.4186 -3.5515 4.9094 -0.321
O 3.0215 -2.5204 4.7094 0.114
H -3.0884 -6.2008 13.8081 0.086
H -3.0870 -7.4120 12.4929 0.084
H -2.9475 -5.6583 12.1286 0.094
H 0.5944 -8.0170 13.4851 0.121
H 0.2030 -9.1078 12.1132 0.124
H 2.3560 -8.6824 11.5726 0.116
H 2.3914 -7.0771 12.4104 0.118
H 0.9474 -7.6560 9.8284 0.115
H 1.1389 -6.0560 10.5346 0.124
H 3.7534 -6.5537 10.2452 0.118
H 3.1390 -7.8655 9.2186 0.128
H 4.8371 -5.3403 8.4330 0.115
H 4.6708 -3.9470 6.4382 0.124
H 0.6662 -6.3605 8.0918 0.123
H -1.4635 -5.7624 4.0841 0.113
H -0.9012 -4.7680 2.6833 0.123
H 0.7024 -7.1270 3.7068 0.116
H 0.6660 -6.5343 2.0701 0.095
H -1.8837 -7.3637 2.1777 0.065
H -1.2497 -8.4222 3.4910 0.071
H -0.5921 -10.1475 1.9560 -0.167
H 1.6439 -4.0646 2.8612 0.121
C 2.2521 -3.7756 -3.5572 -0.136
N 1.4127 -4.0565 -2.4176 -0.332
C 0.6890 -5.3094 -2.5346 -0.133
P 0.9966 -3.1032 -1.0484 0.713
O 1.7218 -3.9106 0.0132 -0.304
N 1.9556 -1.6746 -0.7282 -0.298
C 2.7684 -0.9629 -1.7022 -0.126
C 2.6038 -1.6259 0.5807 -0.151
N -0.1479 -2.1691 -1.8634 -0.322
C -0.1230 -1.7273 -3.2458 -0.099
C -0.9463 -1.3090 -0.9819 -0.126
H 1.6740 -3.7478 -4.4924 0.080
H 3.0233 -4.5468 -3.6701 0.084
H 2.7683 -2.8250 -3.4776 0.047
H -0.3291 -5.1596 -2.9261 0.075
H 0.6059 -5.8032 -1.5629 0.066
H 1.2094 -5.9999 -3.1990 0.080
H 3.5112 -1.6037 -2.1880 0.069
H 3.3291 -0.1697 -1.2062 0.077
H 2.1704 -0.4437 -2.4519 0.068
H 3.5290 -2.2161 0.5983 0.086
H 1.9508 -1.9891 1.3675 0.054
H 2.8540 -0.5963 0.8488 0.080
H 0.8547 -1.4065 -3.5961 0.059
H -0.7929 -0.8788 -3.3807 0.075
H -0.4826 -2.5088 -3.9218 0.083
H -0.4424 -0.3580 -0.7817 0.082
H -1.1270 -1.8027 -0.0250 0.071
H -1.9251 -1.1060 -1.4192 0.079
C -1.4152 1.9385 -8.7598 -0.135
N -1.8109 1.4351 -7.4662 -0.324
C -2.3548 0.0905 -7.5168 -0.130
P -1.9072 2.1980 -5.9319 0.650
O -0.9453 1.3719 -5.1429 -0.288
N -1.1197 3.7234 -5.7675 -0.285
C -0.7817 4.6347 -6.8518 -0.119
C -0.0832 3.8077 -4.7335 -0.133
N -3.4267 2.8656 -6.1910 -0.320
C -3.9827 3.3239 -7.4474 -0.105
C -4.0089 3.5047 -5.0060 -0.124
H -2.2535 1.9380 -9.4721 0.080
H -0.6189 1.3205 -9.1905 0.085
H -1.0365 2.9539 -8.7190 0.044
H -3.4543 0.0951 -7.5679 0.075
H -2.0626 -0.4798 -6.6320 0.067
H -1.9769 -0.4501 -8.3852 0.080
H -0.1559 4.1718 -7.6201 0.066
H -0.2117 5.4775 -6.4595 0.075
H -1.6646 5.0897 -7.3077 0.072
H 0.8809 3.4110 -5.0734 0.087
H -0.3770 3.2745 -3.8347 0.066
H 0.0549 4.8518 -4.4430 0.063
H -3.2735 3.8613 -8.0769 0.062
H -4.8102 4.0036 -7.2499 0.086
H -4.3938 2.4966 -8.0329 0.081
H -3.6693 4.5408 -4.8965 0.076
H -3.7278 2.9618 -4.1019 0.077
H -5.0992 3.4917 -5.0524 0.079
C -2.6427 9.2952 -4.3074 -0.136
N -1.5782 8.6147 -3.6100 -0.322
C -2.0561 7.6149 -2.6713 -0.127
P 0.1156 8.8912 -3.5705 0.651
O 0.6270 7.5973 -4.1065 -0.288
N 0.7633 9.9358 -4.7896 -0.290
C 0.0196 10.9382 -5.5371 -0.128
C 1.7898 9.3474 -5.6539 -0.143
N 0.0484 10.0867 -2.3969 -0.321
C -1.0131 11.0491 -2.1825 -0.103
C 1.3624 10.5193 -1.9070 -0.122
H -3.3378 9.7876 -3.6115 0.081
H -3.2272 8.5887 -4.9089 0.083
H -2.2815 10.0603 -4.9859 0.044
H -2.1267 8.0146 -1.6485 0.075
H -1.3868 6.7519 -2.6491 0.068
H -3.0415 7.2484 -2.9616 0.077
H -0.8437 10.5254 -6.0665 0.065
H 0.6597 11.3817 -6.3001 0.077
H -0.2880 11.7817 -4.9148 0.073
H 1.3622 8.7508 -6.4689 0.083
H 2.4673 8.7171 -5.0878 0.067
H 2.3971 10.1440 -6.0901 0.078
H -1.4290 11.4639 -3.1007 0.062
H -0.6296 11.8862 -1.6015 0.087
H -1.8356 10.6204 -1.6034 0.081
H 1.7976 11.2954 -2.5457 0.080
H 2.0562 9.6774 -1.8803 0.078
H 1.2917 10.8986 -0.8866 0.080
```

The SMILES is CC(=O)OCCCCc1ccc2c(c1)C(=O)C(CCCS)=CC2=O.CN(C)P(=O)(N(C)C)N(C)C.CN(C)P(=O)(N(C)C)N(C)C.CN(C)P(=O)(N(C)C)N(C)C. As for the HOMO energy: -0.2894 Eh. The spin multiplicity is 1.


DFT (ωB97M-V/def2-TZVPD) results for a cluster of 9 separate species, C37H76NO16 in total.

```
130
Properties=species:S:1:pos:R:3:lowdin_charge:R:1
C -6.2205 0.0941 0.6134 -0.126
C -4.8750 -0.4874 0.2104 -0.309
C -4.7299 -1.9686 0.5956 -0.239
C -3.3068 -2.2418 1.0562 -0.210
C -2.9070 -1.5109 2.4036 -0.453
N -3.9433 -0.8238 3.1165 -0.140
H -6.3088 1.1016 0.2016 0.055
H -6.2951 0.1716 1.6939 0.060
H -7.0155 -0.5350 0.2168 0.058
H -4.0617 0.0819 0.6443 0.019
H -4.7935 -0.4016 -0.8815 0.096
H -4.8786 -2.5393 -0.3278 0.087
H -5.4960 -2.3074 1.2861 0.098
H -3.0916 -3.3049 1.1635 0.065
H -2.6408 -1.8646 0.2689 0.075
H -2.4260 -2.2922 3.0348 0.061
H -2.1182 -0.7817 2.1560 0.042
H -4.5965 -1.5075 3.5001 -0.058
O -3.3241 3.7297 4.9518 0.089
C -2.3813 2.9851 5.0091 -0.514
O -1.1731 3.5204 5.3333 -0.025
C -0.0338 2.7239 5.6612 -0.243
C 0.6301 2.1767 4.4170 -0.076
C -2.4516 1.5329 4.6125 -0.007
H -0.2962 1.9233 6.3549 0.115
H 0.6327 3.4008 6.1981 0.113
H -0.0534 1.5040 3.9038 0.055
H 1.5411 1.6251 4.6539 0.083
H 0.8779 2.9731 3.7161 0.065
H -2.3359 1.4463 3.5337 0.071
H -3.4250 1.1275 4.8670 0.070
H -1.7080 0.9081 5.1018 0.072
O -4.4671 -5.7210 0.2868 0.115
C -3.4844 -6.3983 0.3888 -0.527
O -2.3346 -5.8319 0.7985 -0.008
C -1.1676 -6.5811 1.1367 -0.235
C -0.3431 -6.8758 -0.0988 -0.062
C -3.4864 -7.8582 -0.0143 0.007
H -1.4281 -7.4820 1.6958 0.111
H -0.6025 -5.9437 1.8151 0.124
H -0.8931 -7.4886 -0.8133 0.067
H 0.5813 -7.3947 0.1575 0.081
H -0.0910 -5.9423 -0.6015 0.079
H -3.3114 -7.9233 -1.0875 0.092
H -4.4684 -8.2683 0.2080 0.086
H -2.7502 -8.4671 0.5058 0.065
O 2.3203 -7.1503 -3.8616 0.094
C 1.7449 -6.2092 -4.3418 -0.535
O 1.3547 -5.2043 -3.5439 -0.005
C 0.8187 -3.9613 -4.0120 -0.230
C -0.6761 -4.0570 -4.2312 -0.066
C 1.3781 -6.1699 -5.8075 0.012
H 1.3573 -3.6098 -4.8946 0.110
H 1.0284 -3.2503 -3.2138 0.119
H -0.9274 -4.7683 -5.0107 0.049
H -1.0818 -3.0834 -4.5095 0.086
H -1.1698 -4.3902 -3.3201 0.090
H 0.4347 -6.6971 -5.9436 0.096
H 2.1557 -6.6855 -6.3659 0.087
H 1.2877 -5.1663 -6.2160 0.068
O 1.7982 1.4037 1.5894 0.064
C 0.8574 1.5012 0.8365 -0.544
O -0.2763 2.0245 1.3028 -0.005
C -1.4290 2.3263 0.4949 -0.197
C -2.3295 1.1162 0.3516 -0.073
C 0.9077 0.9621 -0.5723 0.031
H -1.1267 2.7536 -0.4602 0.100
H -1.9512 3.1128 1.0365 0.130
H -1.8281 0.2995 -0.1708 0.082
H -3.2291 1.3797 -0.2047 0.085
H -2.6256 0.7393 1.3316 0.046
H 0.6596 -0.0985 -0.5479 0.098
H 1.9223 1.0819 -0.9479 0.079
H 0.2417 1.4745 -1.2620 0.078
O -3.1962 -5.3200 -5.1871 0.089
C -4.0386 -4.5363 -5.5373 -0.520
O -4.2252 -3.4315 -4.7973 0.004
C -5.0761 -2.3475 -5.1806 -0.231
C -6.5120 -2.5862 -4.7642 -0.059
C -4.9361 -4.8049 -6.7231 0.013
H -4.9803 -2.1401 -6.2481 0.110
H -4.6806 -1.4805 -4.6546 0.125
H -6.9350 -3.4603 -5.2607 0.067
H -7.1273 -1.7200 -5.0085 0.082
H -6.5655 -2.7621 -3.6902 0.088
H -5.7735 -5.4178 -6.3929 0.096
H -4.3643 -5.3598 -7.4627 0.088
H -5.3169 -3.9080 -7.2060 0.069
O 0.1791 5.0667 -0.6573 0.094
C 0.6972 5.4368 0.3663 -0.512
O 0.2892 6.5885 0.9222 0.007
C 0.6751 6.9896 2.2433 -0.223
C 2.0301 7.6654 2.2584 -0.064
C 1.8534 4.6860 0.9783 0.029
H 0.6312 6.1425 2.9292 0.116
H -0.0974 7.6859 2.5638 0.124
H 2.8192 6.9912 1.9257 0.057
H 2.2738 8.0099 3.2636 0.084
H 2.0371 8.5222 1.5847 0.085
H 2.7694 5.0098 0.4831 0.099
H 1.7130 3.6245 0.8104 0.055
H 1.9584 4.8190 2.0520 0.074
O 5.1655 9.5777 0.6312 0.103
C 5.9071 8.6653 0.8736 -0.534
O 5.8732 8.0915 2.0895 -0.009
C 6.5681 6.8839 2.4190 -0.234
C 8.0009 7.1500 2.8304 -0.065
C 6.9330 8.2017 -0.1357 0.011
H 6.4991 6.1632 1.6033 0.115
H 6.0169 6.4618 3.2572 0.124
H 8.5784 7.5882 2.0160 0.066
H 8.4857 6.2227 3.1359 0.083
H 8.0279 7.8516 3.6641 0.083
H 7.8191 8.8290 -0.0476 0.094
H 6.5097 8.3264 -1.1290 0.090
H 7.2200 7.1577 -0.0321 0.070
O 6.8180 1.3196 1.8149 0.093
C 6.0941 0.5217 1.2798 -0.521
O 6.6368 -0.6218 0.8070 -0.008
C 5.8485 -1.7134 0.3266 -0.238
C 5.4744 -1.5440 -1.1314 -0.064
C 4.6271 0.7969 1.0532 -0.002
H 4.9749 -1.8673 0.9606 0.115
H 6.4810 -2.5921 0.4451 0.120
H 4.8516 -0.6626 -1.2847 0.064
H 4.9280 -2.4176 -1.4883 0.080
H 6.3720 -1.4197 -1.7377 0.081
H 4.5186 1.3746 0.1355 0.096
H 4.2496 1.3837 1.8824 0.081
H 4.0095 -0.0935 0.9913 0.067
```

Its charge is -1. As for the HOMO energy: -0.0633 Eh. The spin multiplicity is 1.